Entry 1:
An isolated ion of composition C4H8N3 and charge +1 in a non-equilibrium geometry, computed with ωB97M-V/def2-TZVPD.

Geometry as ORCA input:
```
! wB97M-V def2-TZVPD RIJCOSX def2/J DEFGRID3
* xyz 1 1
C 2.07483 -0.25881 0.23484
C 3.14887 -0.94521 0.00808
C -0.01853 1.00919 -0.06551
C -1.43230 0.60719 0.60342
N 0.86432 -0.07184 0.20929
N -1.74239 -1.69132 0.05346
N -1.92055 -0.50894 -0.19226
H 3.43082 -1.24638 -1.01994
H 3.94055 -0.95919 0.73345
H -0.14998 1.09874 -1.19870
H 0.42127 2.00672 0.25780
H -1.20456 0.28161 1.72433
H -2.19318 1.42540 0.54800
H -1.95422 -2.29217 -0.70467
H -2.59664 -0.25109 -0.86868
*
```

Calculated values
* ΔE to the lowest compared entry with this formula, charge and spin: 6.123 eV
* frontier orbital gap (alpha / beta): 5.97 / 5.97 eV
* HOMO (alpha / beta): -12.29 / -12.29 eV
* electronic energy: -8736.6588 eV



Entry 2:
An isolated ion of composition C4H8N3O and charge +1 in a non-equilibrium geometry, computed with ωB97M-V/def2-TZVPD.

Geometry as ORCA input:
```
! wB97M-V def2-TZVPD RIJCOSX def2/J DEFGRID3
* xyz 1 1
C 0.23158 -1.63277 0.31438
C 1.24707 -0.71845 0.24047
C -1.05130 -1.37593 -0.01706
C -2.33004 0.71643 -0.37621
N -1.64341 -0.31544 -0.48292
N 1.03662 0.53212 0.09405
N 2.28006 1.26965 -0.31126
O -2.81678 1.28101 0.76328
H 0.62810 -2.70995 0.47421
H 2.25183 -1.04165 0.25618
H -1.75083 -2.34281 -0.06995
H -2.52741 1.33518 -1.33821
H 2.11583 1.51186 -1.25793
H 2.96134 0.58337 0.00026
H 2.19111 2.23421 0.17461
H -2.82380 0.67319 1.53610
*
```

Calculated values
* ΔE to the lowest compared entry with this formula, charge and spin: 4.863 eV
* frontier orbital gap: 9.08 eV
* HOMO: -12.58 eV
* electronic energy: -10785.4377 eV



Entry 3:
One molecule with the formula C4H8N3OPS in a non-equilibrium geometry, computed with ωB97M-V/def2-TZVPD.

Geometry as ORCA input:
```
! wB97M-V def2-TZVPD RIJCOSX def2/J DEFGRID3
* xyz 0 1
C 1.50182 -0.99509 -0.11743
C 2.81711 -1.23497 -0.17267
C 2.38991 1.10802 -0.02410
C 1.20254 0.44409 0.02252
N -2.19929 -0.53650 -1.23021
N -1.48384 -0.72883 1.15513
N -0.04110 1.14792 -0.10841
O -2.51363 1.62396 0.01845
P -1.42089 0.44658 -0.08242
S 3.85353 0.16914 -0.17845
H 0.74385 -1.76794 -0.04676
H 3.45086 -2.15549 -0.04363
H 2.48583 2.14832 0.02218
H -1.83431 -0.32786 -2.12594
H -3.16783 -0.34444 -1.19758
H -1.01339 -0.39726 2.02221
H -2.46156 -0.99246 1.56039
H -2.30963 2.39280 0.52672
*
```

Calculated values
* ΔE to the lowest compared entry with this formula, charge and spin: 0.000 eV
* frontier orbital gap: 8.14 eV
* HOMO: -7.64 eV
* electronic energy: -30920.3330 eV



Entry 4:
An isolated ion of composition C4H8N3OS and charge +1 in a non-equilibrium geometry, computed with ωB97M-V/def2-TZVPD.

Geometry as ORCA input:
```
! wB97M-V def2-TZVPD RIJCOSX def2/J DEFGRID3
* xyz 1 1
C -1.05648 -1.39463 0.26896
C -0.25438 0.68411 -0.80719
C -1.53265 0.06887 -0.15591
C 0.96270 -0.28403 0.99284
N 0.14316 -1.43746 0.98412
N 0.92792 0.48964 -0.28650
N -0.45096 1.39155 -1.92759
O -1.76802 -2.41306 0.13001
S 2.67648 -0.74046 1.35261
H -2.33630 0.09186 -0.91254
H -1.91370 0.64754 0.66718
H 0.43523 0.50678 1.66525
H 0.58679 -2.38210 1.06953
H 1.78664 1.18580 -0.53375
H -1.41206 1.46658 -2.37859
H 0.33544 1.84006 -2.34828
H 2.87019 0.27895 2.21986
*
```

Calculated values
* ΔE to the lowest compared entry with this formula, charge and spin: 0.837 eV
* frontier orbital gap: 10.13 eV
* HOMO: -13.96 eV
* electronic energy: -21623.9213 eV



Entry 5:
One molecule with the formula C4H8N4 in a non-equilibrium geometry, computed with ωB97M-V/def2-TZVPD.

Geometry as ORCA input:
```
! wB97M-V def2-TZVPD RIJCOSX def2/J DEFGRID3
* xyz 0 1
C -0.41815 -1.64119 0.05515
C -0.74641 1.53404 0.22065
C 2.01781 -0.43261 -0.02854
C 0.65827 -0.81160 0.58992
H -1.01793 -2.30557 0.77913
H -0.00682 -2.25903 -0.85106
H -2.51583 -1.14017 -0.26605
H -1.07458 2.44048 0.63794
H 0.86687 2.11872 -0.95234
H 2.80554 -1.07763 -0.61711
H 2.54492 0.12243 0.75586
H 0.62452 -0.16594 1.54999
N -1.53196 -0.74165 -0.36054
N -1.59125 0.54083 0.07353
N 0.62753 1.54574 -0.07634
N 0.88200 0.13720 -0.50228
*
```

Calculated values
* ΔE to the lowest compared entry with this formula, charge and spin: 5.583 eV
* frontier orbital gap: 8.74 eV
* HOMO: -7.56 eV
* electronic energy: -10232.6589 eV



Entry 6:
One molecule with the formula C4H8N4, computed with ωB97M-V/def2-TZVPD.

Geometry as ORCA input:
```
! wB97M-V def2-TZVPD RIJCOSX def2/J DEFGRID3
* xyz 0 1
C 0.27540 0.78803 -3.08200
C -0.02396 -0.16373 0.31851
C -0.31252 0.84422 1.13677
C 0.02447 -1.43478 1.12700
H -0.50107 1.44079 -3.48345
H 0.14390 -0.22649 -3.43983
H 1.22666 1.18679 -3.46829
H -0.52794 1.87036 0.84758
H -1.23287 0.66438 2.93051
H 0.86252 -1.00297 2.94384
H -0.81127 -2.11326 0.88477
H 0.94579 -2.00407 0.97052
N 0.29035 0.87386 -1.62723
N 0.05104 -0.22338 -1.08518
N -0.34550 0.45491 2.48520
N -0.06499 -0.95465 2.54130
*
```

Calculated values
* ΔE to the lowest compared entry with this formula, charge and spin: 3.085 eV
* frontier orbital gap: 8.63 eV
* HOMO: -8.08 eV
* electronic energy: -10235.1576 eV



Entry 7:
C4H8N4 as an isolated structure in a non-equilibrium geometry, computed with ωB97M-V/def2-TZVPD.

Geometry as ORCA input:
```
! wB97M-V def2-TZVPD RIJCOSX def2/J DEFGRID3
* xyz 0 1
C 0.55198 -1.30332 -0.45935
C 1.52716 -0.30485 -0.46734
C 1.01440 1.01350 -0.08744
C -0.47959 0.73621 0.03222
H -2.78806 -0.30824 -0.02423
H -1.98525 -0.65222 1.12420
H 0.85846 -1.75514 0.50252
H 0.57494 -1.87223 -1.47979
H 2.45038 -0.37241 -0.98972
H 2.55565 0.66204 0.81074
H 1.27684 1.90190 -0.38896
H -1.20002 2.45418 -0.09930
N -1.88984 -1.17047 0.32668
N -0.64707 -0.56147 0.00880
N 1.64912 0.13905 0.90752
N -1.60173 1.46330 -0.32357
*
```

Calculated values
* ΔE to the lowest compared entry with this formula, charge and spin: 6.225 eV
* frontier orbital gap: 8.99 eV
* HOMO: -8.27 eV
* electronic energy: -10232.0167 eV



Entry 8:
One molecule with the formula C4H8N4 in a non-equilibrium geometry, computed with ωB97M-V/def2-TZVPD.

Geometry as ORCA input:
```
! wB97M-V def2-TZVPD RIJCOSX def2/J DEFGRID3
* xyz 0 1
C 2.16760 1.15403 0.89295
C 0.31896 -0.34563 0.67508
C -0.55010 -0.93526 -1.88071
C -2.27115 0.16350 1.03963
H 2.19523 0.67959 1.84228
H 1.95379 2.17266 0.79050
H 3.15158 1.26278 0.12097
H -0.10247 -0.72231 1.76222
H -1.59828 -1.13596 -2.38102
H 0.45816 -1.07425 -3.48912
H -3.24472 0.19445 1.45925
H -1.57473 0.88228 1.51637
N 1.07126 0.43777 0.03275
N -0.70624 -0.95015 -0.23140
N 0.66113 -0.91852 -2.34404
N -1.93002 -0.86500 0.19426
*
```

Calculated values
* ΔE to the lowest compared entry with this formula, charge and spin: 6.285 eV
* frontier orbital gap: 8.95 eV
* HOMO: -8.17 eV
* electronic energy: -10231.9569 eV



Entry 9:
One molecule with the formula C4H8N4 in a non-equilibrium geometry, computed with ωB97M-V/def2-TZVPD.

Geometry as ORCA input:
```
! wB97M-V def2-TZVPD RIJCOSX def2/J DEFGRID3
* xyz 0 1
C -1.60288 -1.65350 1.13108
C -0.67506 -0.64467 0.51528
C -0.82999 0.20215 -0.54260
C 1.35952 0.36792 0.18808
H -1.98727 -1.36508 2.14687
H -2.57935 -1.79423 0.61417
H -1.10920 -2.64203 1.26506
H -1.58513 0.34879 -1.28632
H 0.27022 2.64478 -1.53160
H 0.50285 1.44822 -2.59416
H 2.71798 1.45768 -0.39879
H 1.17150 -1.16214 1.59294
N 0.36723 0.86386 -0.68990
N 0.77867 1.76589 -1.67587
N 2.54624 0.71334 0.31342
N 0.65468 -0.55098 0.95232
*
```

Calculated values
* ΔE to the lowest compared entry with this formula, charge and spin: 1.325 eV
* frontier orbital gap: 7.89 eV
* HOMO: -7.10 eV
* electronic energy: -10236.9168 eV



Entry 10:
One molecule with the formula C4H8N4O3 in a non-equilibrium geometry, computed with ωB97M-V/def2-TZVPD.

Geometry as ORCA input:
```
! wB97M-V def2-TZVPD RIJCOSX def2/J DEFGRID3
* xyz 0 1
C 2.75368 -0.86999 0.17386
C -1.98126 -0.07096 0.23878
C 0.42650 -0.48598 0.78496
C 1.33507 1.14890 -0.17554
N 1.52138 -1.39655 0.51490
N 2.59770 0.46767 -0.31260
N -3.04952 -0.72383 -0.25436
N -0.78651 -0.87921 0.12796
O 3.90091 -1.30453 0.18682
O -1.97289 1.07129 0.68035
O 1.20948 2.25772 0.62844
H 0.34201 -0.10388 1.74491
H 0.81233 1.11282 -1.11860
H 1.55292 -2.30482 1.16929
H 3.41581 0.97949 -0.41368
H -3.07556 -1.48700 -0.84773
H -4.00723 -0.23351 -0.23444
H -0.83358 -1.98425 0.02935
H 0.26415 2.30244 0.82768
*
```

Calculated values
* ΔE to the lowest compared entry with this formula, charge and spin: 2.833 eV
* frontier orbital gap: 8.84 eV
* HOMO: -8.39 eV
* electronic energy: -16379.7133 eV



Entry 11:
An isolated ion of composition C4H8N4S and charge -2 in a non-equilibrium geometry, computed with ωB97M-V/def2-TZVPD.

Geometry as ORCA input:
```
! wB97M-V def2-TZVPD RIJCOSX def2/J DEFGRID3
* xyz -2 1
C 1.31352 1.33450 -2.62439
C 0.70660 1.01844 -1.42457
C -0.35920 0.69392 3.05813
C -0.96395 -2.05444 -0.68111
N 0.23334 -0.30292 -1.40698
N -0.35260 -0.47026 0.96648
N -0.00589 0.71685 1.39506
N -0.27712 -0.82545 -0.29753
S 2.18353 2.77362 -2.96127
H 1.52136 0.51563 -3.44217
H 0.44197 1.55034 -0.58258
H -0.50119 1.81033 3.38349
H -1.15376 -0.00499 3.14944
H 0.69188 0.31060 3.57259
H -1.12037 -2.21814 -1.71802
H -0.37734 -2.87187 -0.35043
H -1.98076 -1.97616 -0.03615
*
```

Calculated values
* ΔE to the lowest compared entry with this formula, charge and spin: 3.560 eV
* frontier orbital gap (alpha / beta): 3.57 / 3.51 eV
* HOMO (alpha / beta): 2.74 / 2.79 eV
* electronic energy: -21065.5886 eV



Entry 12:
A 2-piece molecular cluster, C4H8NO overall in a non-equilibrium geometry, computed with ωB97M-V/def2-TZVPD.

Geometry as ORCA input:
```
! wB97M-V def2-TZVPD RIJCOSX def2/J DEFGRID3
* xyz 1 1
C 0.36294 0.80068 1.01346
C 0.34912 -0.05501 -1.30920
C -0.22197 -0.51113 0.66041
C -0.49386 0.66105 -0.25482
N 0.62516 -1.18876 -0.36766
O -1.56160 1.37691 -0.61449
H -0.12982 1.31621 1.82497
H 1.42523 0.99949 0.94942
H -0.22303 -0.35440 -2.18648
H 1.25150 0.47487 -1.61735
H -1.22751 -1.92418 2.57140
H 0.22432 -2.07708 -0.68365
H 1.60955 -1.34279 -0.11497
H -1.99002 1.82415 0.12897
*
```

Calculated values
* ΔE to the lowest compared entry with this formula, charge and spin: 6.492 eV
* frontier orbital gap (alpha / beta): 8.57 / 10.08 eV
* HOMO (alpha / beta): -14.34 / -13.91 eV
* electronic energy: -7801.6105 eV



Entry 13:
An isolated ion of composition C4H8NO and charge +1 in a non-equilibrium geometry, computed with ωB97M-V/def2-TZVPD.

Geometry as ORCA input:
```
! wB97M-V def2-TZVPD RIJCOSX def2/J DEFGRID3
* xyz 1 1
C -1.28784 -0.29173 0.08691
C 0.19687 -0.66763 0.51050
C -0.27700 0.59341 -0.38106
C 0.95808 -1.81498 -0.21299
N -0.21880 1.97063 0.08899
O -2.39380 -0.59880 0.17896
H 0.11839 -0.55747 1.52963
H 0.00824 0.38477 -1.34175
H 0.54634 -1.76171 -1.27695
H 0.93803 -2.75400 0.28434
H 1.98601 -1.35302 -0.30277
H -1.13129 2.17311 0.48901
H 0.22254 2.58289 -0.58997
H 0.33422 2.09452 0.93716
*
```

Calculated values
* ΔE to the lowest compared entry with this formula, charge and spin: 2.967 eV
* frontier orbital gap: 9.16 eV
* HOMO: -13.48 eV
* electronic energy: -7805.1358 eV



Entry 14:
An isolated ion of composition C4H8NO and charge +1 in a non-equilibrium geometry, computed with ωB97M-V/def2-TZVPD.

Geometry as ORCA input:
```
! wB97M-V def2-TZVPD RIJCOSX def2/J DEFGRID3
* xyz 1 1
C 0.17862 1.66742 0.15160
C -1.13685 1.24043 0.57119
C -0.04907 0.14578 0.48776
C 0.68455 -1.90001 -0.42157
N 0.12758 -0.62467 -0.68936
O -0.12453 -0.08296 -1.88029
H 0.35678 1.85413 -0.90672
H 0.97511 2.22057 0.79730
H -1.50053 1.31959 1.59512
H -2.03609 1.13736 -0.22275
H 0.22885 -0.38508 1.34122
H -0.16791 -2.45568 0.16115
H 1.43180 -1.75984 0.44931
H 1.03169 -2.37703 -1.43395
*
```

Calculated values
* ΔE to the lowest compared entry with this formula, charge and spin: 4.741 eV
* frontier orbital gap: 9.04 eV
* HOMO: -16.15 eV
* electronic energy: -7803.3622 eV



Entry 15:
An isolated ion of composition C4H8NO and charge +1 in a non-equilibrium geometry, computed with ωB97M-V/def2-TZVPD.

Geometry as ORCA input:
```
! wB97M-V def2-TZVPD RIJCOSX def2/J DEFGRID3
* xyz 1 1
C 2.39724 -0.24504 0.04924
C 1.30498 -1.02879 0.03161
C -0.89767 0.47340 0.17386
C -2.33558 0.38888 -0.03574
N -0.09872 -0.57003 -0.04150
O 2.50483 1.05746 -0.06946
H 3.36536 -0.72465 0.14941
H 1.36831 -2.09733 0.06648
H -0.46743 1.40435 0.52922
H -2.64131 1.09513 -0.81402
H -2.86377 0.72265 0.86270
H -2.66816 -0.61121 -0.30698
H -0.64280 -1.38685 -0.33729
H 1.67472 1.52203 -0.25753
*
```

Calculated values
* ΔE to the lowest compared entry with this formula, charge and spin: 0.989 eV
* frontier orbital gap: 8.80 eV
* HOMO: -13.91 eV
* electronic energy: -7807.1135 eV



Entry 16:
An isolated ion of composition C4H8NO and charge +1 in a non-equilibrium geometry, computed with ωB97M-V/def2-TZVPD.

Geometry as ORCA input:
```
! wB97M-V def2-TZVPD RIJCOSX def2/J DEFGRID3
* xyz 1 1
C 1.47416 -0.41983 -0.03757
C 2.71133 0.10276 0.03052
C -2.02931 0.71441 0.04132
C -0.88936 -0.27025 0.06290
N 0.34752 0.25960 -0.13784
O -1.07114 -1.52964 0.23833
H 1.46169 -1.54598 -0.40977
H 3.05865 1.09194 0.30027
H 3.52688 -0.56701 0.05815
H -2.95275 0.16335 -0.24455
H -2.15890 1.17742 1.05566
H -1.80819 1.36912 -0.75877
H 0.29362 1.29076 -0.32211
H -1.96420 -1.83664 0.12345
*
```

Calculated values
* ΔE to the lowest compared entry with this formula, charge and spin: 0.846 eV
* frontier orbital gap: 9.40 eV
* HOMO: -13.92 eV
* electronic energy: -7807.2570 eV